DFT (ωB97M-V/def2-TZVPD) results for the molecule C3H4N2O2 in a non-equilibrium geometry.

Values from the calculation:
E_HOMO: -10.735 eV
Maximum force: 0.0939 Eh/bohr
Energy relative to the best compared isomer or geometry (same formula, charge and spin): 88.2 kcal per mole

ORCA input file:
```
! wB97M-V def2-TZVPD RIJCOSX def2/J DEFGRID3
* xyz 0 1
C -1.82 0.06 0.22
C 0.59 -0.50 0.20
C -0.88 -0.88 -0.30
N -2.65 0.73 0.54
N 0.95 0.67 -0.37
O 1.28 -1.26 0.82
O 2.08 1.39 0.06
H -0.91 -0.62 -1.33
H -0.97 -1.98 -0.28
H 0.14 1.14 -0.57
H 2.19 1.24 1.01
*
```

***

DFT (ωB97M-V/def2-TZVPD) results for a cluster of 4 separate species, C33H37F9O16S in total in a non-equilibrium geometry.

Values from the calculation:
E_HOMO: -9.358 eV
Maximum force: 0.0254 Eh/bohr

ORCA input file:
```
! wB97M-V def2-TZVPD RIJCOSX def2/J DEFGRID3
* xyz 0 1
C -4.18 0.89 2.26
O -3.27 -0.17 2.39
C -1.99 0.06 1.84
C -1.67 -0.81 0.64
C -1.91 -2.30 0.94
C -1.83 -3.16 -0.31
C -0.86 -4.35 -0.20
F -0.86 -4.88 1.05
F -1.25 -5.35 -1.05
C 0.57 -3.91 -0.61
F 0.57 -3.82 -1.97
F 0.86 -2.69 -0.10
S 1.98 -5.09 -0.08
F 1.68 -4.72 1.43
F 3.03 -3.89 -0.17
F 2.35 -5.49 -1.57
F 0.98 -6.31 -0.02
F 3.13 -6.03 0.43
O -2.26 -0.38 -0.57
C -3.68 -0.45 -0.68
C -4.07 -0.99 -2.06
C -5.27 -0.21 -2.64
C -4.81 0.94 -3.56
C -4.86 2.33 -2.92
C -3.60 2.63 -2.13
O -3.28 4.03 -2.19
C -2.33 4.37 -1.28
C -1.22 5.22 -1.83
O -2.34 3.96 -0.14
H -5.17 0.49 2.05
H -3.92 1.56 1.44
H -4.24 1.48 3.17
H -1.25 -0.19 2.60
H -1.83 1.10 1.57
H -0.60 -0.70 0.48
H -2.90 -2.39 1.37
H -1.19 -2.57 1.70
H -2.78 -3.59 -0.59
H -1.51 -2.58 -1.17
H -4.06 0.57 -0.61
H -4.13 -1.02 0.13
H -4.26 -2.06 -2.02
H -3.22 -0.81 -2.70
H -5.95 -0.88 -3.16
H -5.85 0.23 -1.83
H -3.79 0.75 -3.88
H -5.41 0.94 -4.47
H -5.70 2.39 -2.24
H -5.01 3.09 -3.68
H -3.78 2.40 -1.09
H -2.75 2.05 -2.48
H -0.47 4.58 -2.28
H -1.60 5.96 -2.52
H -0.78 5.73 -0.98
C 2.65 0.09 -0.28
C 3.67 0.49 -1.05
C 3.75 1.88 -1.63
O 4.72 2.16 -2.29
C 2.65 2.80 -1.36
C 1.63 2.39 -0.59
C 1.57 1.01 0.01
O 0.61 0.74 0.70
O 0.59 3.17 -0.30
O 4.70 -0.29 -1.35
H 2.59 -0.91 0.14
H 2.71 3.79 -1.79
H 0.00 2.63 0.26
H 5.29 0.25 -1.91
C 5.68 6.16 -0.71
C 6.75 6.89 -0.39
C 7.50 7.71 -1.40
O 8.45 8.36 -1.01
C 7.04 7.68 -2.78
C 5.98 6.94 -3.11
C 5.22 6.14 -2.09
O 4.25 5.51 -2.47
O 5.50 6.86 -4.35
O 7.24 6.96 0.84
H 5.14 5.56 0.01
H 7.59 8.26 -3.51
H 4.73 6.26 -4.30
H 8.01 7.56 0.80
C -0.06 -5.90 3.92
C 0.36 -7.17 4.00
C 0.17 -8.00 5.24
O 0.57 -9.15 5.22
C -0.46 -7.38 6.39
C -0.88 -6.11 6.31
C -0.71 -5.29 5.06
O -1.13 -4.15 5.08
O -1.47 -5.47 7.32
O 0.97 -7.80 3.00
H 0.07 -5.30 3.04
H -0.58 -7.98 7.28
H -1.67 -4.58 6.99
H 1.16 -8.70 3.32
*
```

***

DFT (ωB97M-V/def2-TZVPD) results for the molecule C4H9NO2.

Values from the calculation:
E_HOMO: -9.860 eV
Maximum force: 0.0094 Eh/bohr
Energy relative to the best compared isomer or geometry (same formula, charge and spin): 42.0 kcal per mole

ORCA input file:
```
! wB97M-V def2-TZVPD RIJCOSX def2/J DEFGRID3
* xyz 0 1
C -1.64 -0.65 -1.70
N -0.74 -0.44 -0.59
C -1.21 0.13 0.44
O -0.51 0.43 1.53
C 0.89 0.07 1.58
C 1.75 0.71 0.49
O 2.03 -0.15 -0.58
H -1.26 -0.12 -2.58
H -1.69 -1.72 -1.94
H -2.67 -0.29 -1.51
H -2.25 0.46 0.55
H 1.19 0.41 2.57
H 0.99 -1.02 1.52
H 1.24 1.64 0.16
H 2.71 1.00 0.92
H 1.16 -0.47 -0.87
*
```

***

DFT (ωB97M-V/def2-TZVPD) results for a structure of composition C35H51NP2Zr in a non-equilibrium geometry.

Values from the calculation:
E_HOMO: -12.832 eV
Maximum force: 0.0785 Eh/bohr

ORCA input file:
```
! wB97M-V def2-TZVPD RIJCOSX def2/J DEFGRID3
* xyz 2 1
Zr -0.33 -0.39 0.51
C -0.08 2.02 0.39
C 0.02 1.64 -0.99
C -2.08 1.02 -0.22
C -1.40 1.71 0.85
C -1.19 0.93 -1.34
C 0.90 2.89 1.10
H 1.87 2.86 0.60
H 1.03 2.56 2.14
H 0.55 3.93 1.11
C -2.04 2.24 2.08
H -1.60 3.20 2.38
H -1.94 1.54 2.92
H -3.12 2.39 1.91
C -3.50 0.58 -0.19
H -4.08 1.23 0.49
H -3.59 -0.45 0.18
H -3.95 0.62 -1.19
C -1.56 0.54 -2.73
H -2.22 1.30 -3.17
H -2.08 -0.42 -2.74
H -0.67 0.48 -3.36
C 0.95 2.24 -1.96
H 0.55 3.19 -2.36
H 1.12 1.58 -2.82
H 1.92 2.47 -1.50
C 6.09 -2.82 0.59
C 6.45 -1.63 0.09
C 7.25 -1.42 -1.16
C 7.00 -2.40 -2.33
C 5.55 -2.70 -2.61
C 4.81 -3.66 -2.04
C 5.32 -4.65 -1.03
C 6.39 -4.15 -0.03
H 8.33 -1.46 -0.92
H 7.60 -3.31 -2.19
H 7.06 -0.40 -1.53
H 7.38 -4.19 -0.50
H 5.62 -2.89 1.57
H 6.29 -0.73 0.69
H 6.41 -4.89 0.79
H 4.46 -5.02 -0.45
H 3.79 -3.84 -2.40
H 5.73 -5.54 -1.55
H 7.39 -1.90 -3.23
H 5.13 -2.10 -3.43
P 2.27 -0.68 1.02
C 3.09 -1.20 2.55
C 3.59 0.31 0.25
P 0.80 -2.00 -1.27
C 2.28 -2.15 -0.15
C 1.60 -1.48 -2.83
C 0.28 -3.69 -1.67
H 2.40 -1.71 3.23
H 3.46 -0.30 3.05
H 3.94 -1.87 2.32
H 4.49 -0.32 0.14
H 3.83 1.16 0.91
H 3.32 0.71 -0.74
H 1.16 -4.30 -1.91
H -0.39 -3.64 -2.54
H -0.27 -4.17 -0.84
H 2.25 -3.09 0.41
H 3.21 -2.15 -0.75
H 0.86 -1.56 -3.64
H 2.45 -2.15 -3.04
H 1.96 -0.45 -2.78
C -1.16 -5.77 1.54
C -0.07 -5.00 1.94
C -0.17 -3.61 2.00
C -1.38 -2.98 1.63
C -2.44 -3.76 1.10
C -2.33 -5.15 1.08
N -1.62 -1.59 1.92
C -2.44 -1.44 3.06
C -3.58 -0.61 3.09
C -4.54 -0.76 4.08
C -4.37 -1.71 5.10
C -3.18 -2.45 5.17
C -2.22 -2.29 4.17
H -1.10 -6.86 1.58
H 0.86 -5.49 2.23
H 0.64 -2.99 2.39
H -3.34 -3.25 0.77
H -3.16 -5.76 0.72
H -3.73 0.12 2.29
H -5.45 -0.16 4.05
H -5.16 -1.87 5.84
H -3.02 -3.16 5.98
H -1.30 -2.88 4.19
*
```